Below is a single C20H19Cl2N3S molecule in a non-equilibrium geometry, with properties calculated with the ωB97M-V functional and the def2-TZVPD basis.

Kohn-Sham gap	0.305	hartree
relative energy (zero: lowest compared OMol25 entry of this formula, charge and spin)	2.2	kcal/mol
highest occupied orbital energy	-8.065	eV
electronic energy	-2256.36514	a.u.
LUMO level	0.008	Eh

Geometry (Å):
1 S 3.70885 0.19427 -2.47229
2 C 2.41028 -0.29265 -1.60485
3 N 1.43881 -1.15102 -2.05314
4 C 0.28011 -1.56610 -1.20512
5 C -0.96522 -0.73030 -1.28473
6 C -0.99721 0.38073 -2.12836
7 C -2.08727 1.30557 -2.35626
8 C -1.85960 2.68517 -2.35113
9 C -2.90306 3.58331 -2.56141
10 C -4.20439 3.12049 -2.78745
11 Cl -5.44275 4.24812 -3.30657
12 C -4.47058 1.74685 -2.68669
13 C -3.39994 0.85426 -2.49317
14 C -2.08866 -0.94675 -0.26937
15 N -1.50786 -1.03200 1.07406
16 C -0.36941 -1.92623 1.25722
17 C 0.76586 -1.55201 0.27406
18 C 1.40734 -0.21711 0.65785
19 C 2.10941 -0.33722 2.01623
20 C 1.57762 0.23354 3.12354
21 C 2.19099 0.14695 4.34801
22 C 3.39815 -0.54892 4.46194
23 Cl 4.19393 -0.77319 6.03032
24 C 3.96366 -1.09459 3.33716
25 C 3.35615 -0.99181 2.10810
26 N 2.44160 0.12864 -0.31148
27 H 1.51451 -1.54853 -2.98448
28 H -0.00815 -2.59674 -1.45511
29 H -0.11250 0.69035 -2.61757
30 H -0.87519 3.07431 -2.15450
31 H -2.73846 4.63303 -2.69417
32 H -5.46113 1.35804 -2.82454
33 H -3.63807 -0.17386 -2.44676
34 H -2.74895 -0.13804 -0.26489
35 H -2.62827 -1.89482 -0.43420
36 H -2.21554 -1.26816 1.75236
37 H -0.61039 -2.96834 1.05480
38 H -0.00432 -1.92066 2.27696
39 H 1.52812 -2.31572 0.38892
40 H 0.63147 0.59883 0.63743
41 H 0.61119 0.75586 3.04768
42 H 1.67319 0.58548 5.22669
43 H 4.93504 -1.61573 3.35621
44 H 3.96478 -1.41969 1.30294
45 H 3.23585 0.69637 0.01577

These are the natural (NBO) partial charges, in e, on atoms 1 to 2: number 1, S, carries -0.27; number 2, C, carries 0.28